Formula: C2H8N2O2
Source: OMol25
Level of theory: wB97M-V/def2-TZVPD

XYZ file:
```
14
Properties=species:S:1:pos:R:3
C 2.6170 -1.3614 0.0540
N 1.1504 -1.2080 0.1316
C 0.7185 -0.0923 0.8328
N -0.6610 -0.0495 0.9703
O 1.4356 0.6789 1.4248
H 2.8700 -1.9855 -0.7956
H 2.9076 -1.8027 1.0001
H 3.0658 -0.3677 0.0343
H 0.4798 -1.6125 -0.5006
H -1.3497 -0.5541 0.4350
H -1.0235 0.7621 1.4446
H -3.9221 2.3481 -0.8976
H -4.1812 3.0159 -2.3154
O -4.1071 2.2287 -1.8184
```

SMILES string	CNC(N)=O.O
HOMO level	-9.5	eV

Atom charges from the natural (NBO) analysis, given in e for atoms 1 to 4: C -0.414; N -0.649; C 0.776; N -0.862

***

Formula: C2H8N2O2
Source: OMol25
Level of theory: wB97M-V/def2-TZVPD

XYZ file:
```
14
Properties=species:S:1:pos:R:3
N 1.5601 1.9401 -0.0045
C 0.6795 1.0709 0.6911
C -0.1315 0.1406 -0.3306
N -0.5747 1.0077 -1.2974
O -0.2839 -1.0869 -0.3208
H 2.1554 2.4432 0.7542
H 2.2304 1.4278 -0.5857
H 1.0710 0.3283 1.3419
H -0.0601 1.6883 1.2179
H -1.3048 0.9018 -1.9495
H -0.2677 1.9718 -1.1360
H -1.6261 -3.7821 -0.1814
H -1.5203 -3.7214 1.2108
O -1.9273 -4.3301 0.5899
```

SMILES string	NCC(N)=O.O
HOMO level	-9.9	eV

Atom charges from the natural (NBO) analysis, given in e for atoms 1 to 4: N -0.843; C -0.316; C 0.678; N -0.834

***

Formula: C2H8N2O2
Source: OMol25
Level of theory: wB97M-V/def2-TZVPD

XYZ file:
```
14
Properties=species:S:1:pos:R:3
N -0.8597 1.0131 0.4257
C 0.3945 0.8833 1.1552
N 1.0679 -0.3967 1.0225
H -1.6263 0.6431 0.9729
H -1.0638 1.9881 0.2143
H 0.1475 1.0150 2.2095
H 1.1761 1.5854 0.8729
H 1.9554 -0.1982 1.4425
H 1.1692 -1.1274 0.3598
O 0.8227 -0.8570 -2.1994
C -0.2156 -1.3899 -1.9183
O -1.2803 -0.8208 -1.4047
H -0.4254 -2.4521 -2.1185
H -1.2622 0.1142 -1.0345
```

SMILES string	O=CO.NCN
HOMO level	-8.8	eV

Atom charges from the natural (NBO) analysis, given in e for atoms 1 to 4: N -0.856; C -0.026; N -0.898; H 0.375

***

Formula: C2H8N2O2P
Source: OMol25
Level of theory: wB97M-V/def2-TZVPD

XYZ file:
```
15
Properties=species:S:1:pos:R:3
C 1.3957 -1.1731 0.0629
C 1.5223 0.3534 -0.3528
N -2.6373 1.1285 0.0208
N 0.3509 1.0353 0.0811
O -1.7251 -0.9960 1.2372
O -1.4743 -0.8766 -1.3566
P -1.5843 -0.2567 -0.0474
H 0.2658 -1.3776 -0.0219
H 2.0435 -1.7849 -0.6680
H 1.8316 -1.3564 1.0828
H 2.3406 0.9070 -0.0938
H 1.6545 0.3371 -1.4455
H -2.3516 1.2574 1.0303
H -2.0986 1.8159 -0.5681
H 0.4662 0.9868 1.0392
```

total charge	-1
HOMO level	-3.9	eV

Atom charges from the natural (NBO) analysis, given in e for atoms 1 to 4: C -0.629; C -0.225; N -1.170; N -0.963

***

Formula: C2H8N2O3
Source: OMol25
Level of theory: wB97M-V/def2-TZVPD

XYZ file:
```
15
Properties=species:S:1:pos:R:3
C 0.8517 -0.9243 -0.7920
C 1.3280 -0.9753 0.8543
N 1.0497 0.2666 1.4241
N -2.6874 1.0818 -1.6163
O 1.1506 0.2868 2.8384
O 0.6974 0.4305 -1.2224
O 1.5905 -1.9704 1.4117
H -0.0634 -1.5322 -0.8451
H 1.6167 -1.2889 -1.4624
H 1.0248 1.1441 0.9221
H -2.8378 2.0205 -1.2973
H -2.0947 0.5774 -0.9815
H -3.4916 0.4753 -1.7103
H 0.1400 0.9566 -0.5906
H 1.7254 -0.5485 3.0673
```

SMILES string	O=C(CO)NO.N
HOMO level	-9.9	eV

Atom charges from the natural (NBO) analysis, given in e for atoms 1 to 4: C -0.144; C 0.641; N -0.376; N -1.079

***

Formula: C2H8N2O5
Source: OMol25
Level of theory: wB97M-V/def2-TZVPD

XYZ file:
```
17
Properties=species:S:1:pos:R:3
C 1.0376 -0.3261 -0.2082
C -0.2111 0.3332 0.2713
N -1.2107 -0.5012 -0.8644
N -0.2194 1.7299 -0.0484
O 1.5277 0.1586 -1.3684
O 1.1151 -1.6660 -0.1108
O -0.7390 -0.0085 1.4826
O 1.8122 0.3707 1.0534
O -2.4453 -0.7359 -0.1566
H 1.2461 1.0897 -1.4352
H 0.8551 -2.0644 -0.9530
H -0.5288 -0.9545 1.6548
H 2.3992 -0.3000 1.4246
H -2.3663 -1.6317 0.1968
H -1.4694 0.2014 -1.5570
H 0.3674 2.2259 0.6147
H -1.1704 2.0789 0.0037
```

SMILES string	N[C@@](O)(NO)C(O)(O)O
HOMO level	-9.3	eV

Atom charges from the natural (NBO) analysis, given in e for atoms 1 to 4: C 0.733; C 0.480; N -0.412; N -0.883

***

Formula: C2H8N2O5S2
Source: OMol25
Level of theory: wB97M-V/def2-TZVPD

XYZ file:
```
19
Properties=species:S:1:pos:R:3
C 2.3861 1.1090 -0.0388
C -1.0614 0.2658 2.1924
N -1.5097 -1.6889 -1.7483
N 0.1312 1.8182 0.0838
O -0.1539 -0.8422 0.1738
O -2.1732 0.7226 -0.1824
O 0.2123 -0.0396 -2.1499
O 0.8756 -2.2913 -1.5369
O 1.3485 1.5999 0.7779
S -0.8974 0.6981 0.3975
S 0.0048 -1.1962 -1.3715
H 3.3755 1.4842 0.3107
H 2.0981 1.3843 -1.0286
H 2.6115 -0.0200 0.1140
H -1.5266 1.1335 2.4828
H -1.7152 -0.5603 2.1751
H -0.0999 0.0743 2.5731
H -1.8177 -2.7285 -1.6558
H -2.0885 -0.9230 -1.5688
```

HOMO level	-9.9	eV

Atom charges from the natural (NBO) analysis, given in e for atoms 1 to 4: C -0.273; C -0.786; N -1.114; N -0.578

***

Formula: C2H8N2P2
Source: OMol25
Level of theory: wB97M-V/def2-TZVPD

XYZ file:
```
14
Properties=species:S:1:pos:R:3
C 1.3782 -1.3022 0.9237
C 1.2636 0.9615 -0.8061
N 0.0511 1.3890 -0.3337
N -1.3178 -0.3540 -0.8294
P 1.2495 -1.0658 -0.7036
P -2.6363 -0.4273 0.0643
H 1.1752 -2.2299 1.3097
H 1.5325 -0.4146 1.6851
H 1.5379 1.1162 -1.9269
H 2.2491 1.2389 -0.3386
H -0.0630 1.3063 0.6662
H -1.4196 0.0176 -1.7613
H -2.1225 -0.9803 1.2892
H -2.8781 0.7445 0.7615
```

HOMO level (alpha / beta)	-8.3 / -8.4	eV

Atom charges from the natural (NBO) analysis, given in e for atoms 1 to 4: C -0.941; C -0.516; N -0.469; N -0.950

***

Q: What is the formula in the fifth record?
A: C2H8N2O3

***

Repeat the fourth record exactly.
Formula: C2H8N2O2P
Source: OMol25
Level of theory: wB97M-V/def2-TZVPD

XYZ file:
```
15
Properties=species:S:1:pos:R:3
C 1.3957 -1.1731 0.0629
C 1.5223 0.3534 -0.3528
N -2.6373 1.1285 0.0208
N 0.3509 1.0353 0.0811
O -1.7251 -0.9960 1.2372
O -1.4743 -0.8766 -1.3566
P -1.5843 -0.2567 -0.0474
H 0.2658 -1.3776 -0.0219
H 2.0435 -1.7849 -0.6680
H 1.8316 -1.3564 1.0828
H 2.3406 0.9070 -0.0938
H 1.6545 0.3371 -1.4455
H -2.3516 1.2574 1.0303
H -2.0986 1.8159 -0.5681
H 0.4662 0.9868 1.0392
```

total charge	-1
HOMO level	-3.9	eV

Atom charges from the natural (NBO) analysis, given in e for atoms 1 to 4: C -0.629; C -0.225; N -1.170; N -0.963